# 1
The following is a quantum chemistry calculation of the ion C5H9N4S with charge +1, from the OMol25 dataset.

Structure (XYZ):
```
19
C5H9N4S ωB97M-V/def2-TZVPD
S -2.956 -0.225 0.905
C -2.117 -0.085 -0.721
N -1.106 0.857 -0.819
C 0.064 0.416 -0.328
C 0.105 -0.967 -0.404
N 0.876 -1.750 0.371
C 1.937 -1.211 0.857
C 2.287 0.298 0.599
N 1.103 1.127 0.175
N -1.511 -1.382 -1.006
H -3.731 0.783 0.905
H -2.858 0.171 -1.408
H -1.339 1.864 -0.536
H 2.613 -2.018 1.169
H 2.721 0.754 1.537
H 3.099 0.306 -0.039
H 1.485 1.966 -0.294
H -1.572 -1.710 -1.934
H -1.708 -2.092 -0.399
```

## Properties
E_HOMO (eV): -11.85
Kohn-Sham gap (eV): 8.60
Net charge: +1
SMILES string: S[C@H]1NC2=C(N=CCN2)[NH2+]1



# 2
The following is a quantum chemistry calculation of a structure of composition C5H9NO, from the OMol25 dataset.

Structure (XYZ):
```
16
C5H9NO ωB97M-V/def2-TZVPD
C 0.246 -1.588 0.816
C 0.535 0.602 -0.506
C -0.279 -0.238 0.406
N 0.056 1.878 -0.749
C -1.709 -0.104 0.390
C 1.726 0.174 -0.969
O -2.360 1.032 0.314
H -1.094 0.661 1.346
H -0.944 2.011 -0.644
H 0.498 2.377 -1.504
H -2.267 -0.998 0.701
H -0.453 -2.088 1.487
H 0.381 -2.231 -0.056
H 1.212 -1.499 1.312
H 2.120 -0.801 -0.747
H 2.331 0.811 -1.597
```

## Properties
E_HOMO (eV): -8.06
Kohn-Sham gap (eV): 8.68
Net charge: 0



# 3
The following is a quantum chemistry calculation of the molecule C5H9NO, from the OMol25 dataset.

Structure (XYZ):
```
16
C5H9NO ωB97M-V/def2-TZVPD
C -1.694 -1.144 -0.018
C -0.568 -0.313 -0.596
C -0.676 1.237 -0.436
C 0.612 1.183 0.410
C 0.809 -0.241 0.041
N 1.771 -1.046 0.207
O 2.903 -0.284 0.562
H -2.560 -1.092 -0.687
H -2.010 -0.771 0.964
H -1.389 -2.187 0.085
H -0.360 -0.586 -1.631
H -0.608 1.761 -1.396
H -1.545 1.637 0.098
H 0.321 0.860 1.432
H 1.400 1.938 0.330
H 3.595 -0.950 0.636
```

## Properties
E_HOMO (eV): -9.24
Kohn-Sham gap (eV): 10.31
Net charge: 0
SMILES string: C[C@H]1CC/C1=N\O



# 4
The following is a quantum chemistry calculation of the molecule C5H9NO, from the OMol25 dataset.

Structure (XYZ):
```
16
C5H9NO ωB97M-V/def2-TZVPD
C 2.006 0.193 -0.102
C 0.689 0.000 0.657
C -0.399 -0.325 -0.367
O -0.250 -1.634 -0.873
C -1.888 -0.109 -0.024
C -1.980 1.303 0.328
N -1.774 2.436 0.425
H 1.886 0.989 -0.846
H 2.825 0.478 0.563
H 2.299 -0.713 -0.646
H 0.438 0.916 1.200
H 0.787 -0.801 1.406
H -0.248 0.428 -1.158
H 0.362 -2.111 -0.299
H -2.316 -0.809 0.698
H -2.437 -0.241 -0.962
```

## Properties
E_HOMO (eV): -10.76
Kohn-Sham gap (eV): 11.56
Net charge: 0
SMILES string: CC[C@@H](O)CC#N



# 5
The following is a quantum chemistry calculation of a cluster of 2 separate species, C5H9NO in total, from the OMol25 dataset.

Structure (XYZ):
```
16
C5H9NO ωB97M-V/def2-TZVPD
C -1.463 -1.242 -1.448
C -1.160 -0.926 -0.195
N -0.084 -1.427 0.563
C 0.811 -0.565 1.174
O 1.911 -0.934 1.536
C 0.348 0.856 1.287
C 1.151 1.830 0.876
H -2.294 -0.736 -1.926
H -0.890 -1.953 -2.036
H -1.757 -0.190 0.331
H 0.325 -2.317 0.304
H -0.657 1.065 1.644
H 2.133 1.593 0.475
H 0.846 2.872 0.888
H 0.301 0.735 -1.932
H 0.478 1.340 -1.540
```

## Properties
E_HOMO (eV): -9.23
Kohn-Sham gap (eV): 10.28
Net charge: 0
SMILES string: C=CNC(=O)C=C.[H][H]



# 6
The following is a quantum chemistry calculation of the molecule C5H9NO, from the OMol25 dataset.

Structure (XYZ):
```
16
C5H9NO ωB97M-V/def2-TZVPD
C 1.973 -0.416 0.339
C 0.642 -0.264 -0.370
C -0.377 -1.431 -0.437
C -1.453 -0.428 -0.101
C -0.502 0.594 0.267
N -0.553 1.948 0.306
O -1.856 2.267 -0.081
H 2.607 -1.129 -0.202
H 1.855 -0.782 1.366
H 2.505 0.540 0.374
H 0.790 0.133 -1.379
H -0.464 -1.865 -1.441
H -0.232 -2.250 0.281
H -0.531 0.263 1.358
H -2.529 -0.410 -0.278
H -1.874 3.231 -0.004
```

## Properties
E_HOMO (alpha / beta) (eV): -8.34 / -7.37
Kohn-Sham gap (alpha / beta) (eV): 9.14 / 7.85
Net charge: 0



# 7
The following is a quantum chemistry calculation of a cluster of 2 separate species, C5H9NO in total, from the OMol25 dataset.

Structure (XYZ):
```
16
C5H9NO ωB97M-V/def2-TZVPD
C 1.190 -1.894 0.148
C 0.343 -0.629 -0.024
C -1.142 -0.864 0.266
C -1.063 2.287 -0.908
O -0.170 3.161 -0.548
C 0.850 0.483 0.799
N 1.235 1.396 1.401
H 0.847 -2.650 -0.564
H 1.080 -2.302 1.158
H 2.252 -1.704 -0.035
H 0.439 -0.265 -1.055
H -1.545 -1.568 -0.469
H -1.284 -1.282 1.268
H -1.678 0.082 0.172
H -1.611 2.808 -1.730
H 0.363 2.771 0.181
```

## Properties
E_HOMO (eV): -8.79
Kohn-Sham gap (eV): 9.51
Net charge: 0



# 8
The following is a quantum chemistry calculation of a structure of composition C5H9NO, from the OMol25 dataset.

Structure (XYZ):
```
16
C5H9NO ωB97M-V/def2-TZVPD
C -1.314 1.534 0.041
N -0.328 0.546 0.478
C -0.309 -1.054 -0.443
C 1.371 0.751 0.345
C 1.066 -1.390 -0.196
C 1.950 -0.197 -0.352
O -1.319 -1.928 -0.025
H -0.922 -2.802 0.088
H -0.551 0.114 1.374
H -0.535 -0.655 -1.437
H 1.598 1.758 0.656
H 1.217 -1.916 0.749
H 2.772 -0.129 -1.057
H -2.308 1.084 -0.046
H -1.373 2.355 0.757
H -1.015 1.930 -0.932
```

## Properties
E_HOMO (eV): -6.39
Kohn-Sham gap (eV): 7.28
Net charge: 0



Max |F|, record by record: 5.4; 3.1; 1.5; 1.1; 0.4; 2.7; 1.1; 3.8 eV Å⁻¹